No. 1
Below is the molecule C26H29N3O2S in a non-equilibrium geometry, with properties calculated with the ωB97M-V functional and the def2-TZVPD basis.

Molecular weight: 447.60 Da
ΔE to the lowest compared entry with this formula, charge and spin: 76.5 kJ/mol
E_HOMO: -0.277 Eh
Max |F|: 5.952 eV Å⁻¹

```
! wB97M-V def2-TZVPD RIJCOSX def2/J DEFGRID3
* xyz 0 1
C -3.4539 0.3082 -5.5865
C -2.2307 -0.2961 -4.9866
N -2.2863 -0.2840 -3.4407
C -1.8935 0.9013 -2.8186
O -1.7821 1.8668 -3.5533
C -1.3800 0.8917 -1.3302
C -1.0492 2.1816 -0.6718
C 0.1078 3.0317 -1.2354
C 0.8816 3.9155 -0.4299
C 2.0913 4.5034 -0.8514
C 2.6236 4.1957 -2.1168
C 3.9506 4.7056 -2.5915
C 1.8503 3.3961 -2.9632
C 0.6667 2.8013 -2.5129
C -1.1238 2.3574 0.8203
C -2.2734 2.5591 1.5641
C -3.6406 2.8243 1.0768
N -1.9673 2.5720 2.8887
C -2.9072 2.8031 3.9688
C -0.6164 2.3239 3.0459
C 0.1428 2.3570 4.2460
C 1.5325 2.1843 4.1297
C 2.1125 2.0147 2.8663
C 1.3253 1.9786 1.6878
C -0.0374 2.1544 1.7672
C -2.4440 -0.1347 -0.7020
O -2.4481 -0.2735 0.5147
N -3.1554 -1.0666 -1.4645
C -3.8304 -2.2457 -0.7965
C -5.3242 -2.0578 -0.8927
C -3.1065 -1.2283 -2.8375
S -3.8487 -2.4393 -3.7198
H -3.3278 0.3067 -6.6706
H -4.3368 -0.2914 -5.3451
H -3.5776 1.3456 -5.2593
H -2.1688 -1.3649 -5.1949
H -1.2976 0.2173 -5.2304
H -0.4337 0.2618 -1.3275
H -2.0206 2.4089 -1.2200
H 0.5015 4.2129 0.5323
H 2.6248 5.1797 -0.1758
H 4.1204 4.3435 -3.6106
H 3.9746 5.7967 -2.6138
H 4.7768 4.3593 -1.9647
H 2.2131 3.2300 -3.9909
H 0.1372 2.2459 -3.2581
H -3.5941 3.1596 0.0538
H -4.2781 1.9346 1.0990
H -4.1367 3.6050 1.6807
H -2.3669 2.7105 4.9282
H -3.3538 3.8062 3.9153
H -3.7171 2.0596 3.9545
H -0.3592 2.5577 5.2093
H 2.1424 2.1754 5.0406
H 3.2048 1.9304 2.8126
H 1.8109 1.8176 0.7459
H -3.5466 -3.1088 -1.4204
H -3.4423 -2.3407 0.2213
H -5.8311 -2.8892 -0.3718
H -5.6119 -1.1070 -0.4150
H -5.6531 -2.0650 -1.9444
*
```



No. 2
Below is the molecule C26H29N5O2 in a non-equilibrium geometry, with properties calculated with the ωB97M-V functional and the def2-TZVPD basis.

Molecular weight: 443.55 Da
ΔE to the lowest compared entry with this formula, charge and spin: 51.9 kJ/mol
E_HOMO: -0.266 Eh
Max |F|: 1.281 eV Å⁻¹

```
! wB97M-V def2-TZVPD RIJCOSX def2/J DEFGRID3
* xyz 0 1
C -2.7716 -2.6092 -0.0409
C -1.2864 -2.5408 0.1587
C -0.4334 -3.3680 -0.5625
C 0.9311 -3.3355 -0.3734
C 1.5210 -2.4591 0.5463
N 2.8901 -2.5178 0.7899
C 3.8179 -2.6723 -0.3127
C 4.1335 -1.3156 -0.9533
N 4.6690 -0.4065 0.0507
C 5.1865 0.8289 -0.4872
C 4.2959 1.6070 -1.4966
C 2.8839 1.7516 -1.0631
N 1.9207 1.0254 -1.5616
C 0.7868 1.3822 -0.8837
C -0.5081 0.9007 -0.9918
C -1.4681 1.4326 -0.1431
N -2.7702 0.9372 -0.2663
C -3.8738 1.1991 0.4844
O -3.9271 1.9481 1.4419
C -5.0632 0.4615 0.0190
C -6.3265 0.4292 0.5510
C -7.0822 -0.4277 -0.2776
C -6.2305 -0.8532 -1.2517
O -5.0104 -0.3250 -1.0855
C -1.1424 2.4262 0.7922
C 0.1436 2.9125 0.9041
C 1.1061 2.3857 0.0596
N 2.4555 2.6166 -0.0902
C 3.2279 3.5503 0.6761
C 3.7534 -0.2538 1.1671
C 3.4853 -1.6363 1.7686
C 0.6568 -1.6237 1.2604
C -0.7117 -1.6713 1.0710
H -3.2846 -1.9345 0.6408
H -3.0392 -2.3459 -1.0649
H -3.1330 -3.6212 0.1413
H -0.8490 -4.0629 -1.2796
H 1.5430 -4.0226 -0.9372
H 3.4149 -3.3406 -1.0702
H 4.7372 -3.1123 0.0872
H 4.8914 -1.4443 -1.7301
H 3.2130 -0.9238 -1.4107
H 5.4278 1.4750 0.3611
H 6.1234 0.5934 -1.0049
H 4.7514 2.5860 -1.6626
H 4.2785 1.0708 -2.4454
H -0.7462 0.1272 -1.7046
H -2.8846 0.2514 -1.0009
H -6.6526 0.9561 1.4232
H -8.1138 -0.6904 -0.1653
H -6.3697 -1.5092 -2.0885
H -1.9188 2.8038 1.4356
H 0.3804 3.6725 1.6333
H 3.5023 3.1279 1.6476
H 2.6406 4.4543 0.8429
H 4.1363 3.8146 0.1369
H 4.2226 0.3920 1.9148
H 2.7896 0.1842 0.8695
H 2.8508 -1.5649 2.6515
H 4.4398 -2.0808 2.0688
H 1.0341 -0.9144 1.9795
H -1.3399 -1.0087 1.6506
*
```



No. 3
Below is the molecule C26H29N7O2 in a non-equilibrium geometry, with properties calculated with the ωB97M-V functional and the def2-TZVPD basis.

Molecular weight: 471.56 Da
ΔE to the lowest compared entry with this formula, charge and spin: 0.0 kJ/mol
E_HOMO: -0.299 Eh
Max |F|: 1.134 eV Å⁻¹

```
! wB97M-V def2-TZVPD RIJCOSX def2/J DEFGRID3
* xyz 0 1
C 1.4368 5.4678 -0.2878
C 1.6880 3.9602 -0.3070
C 1.9424 3.4332 1.1070
C 2.2186 1.9306 1.1046
C 3.4270 1.6365 0.2205
N 3.7920 0.2332 0.2202
C 5.1025 -0.1966 0.1198
C 6.2960 0.5102 0.0514
N 7.4583 -0.1082 -0.0466
C 7.4933 -1.4351 -0.0833
C 6.3759 -2.2504 -0.0209
C 5.1459 -1.6117 0.0721
C 3.7841 -2.0413 0.1192
C 3.1027 -3.2450 0.1025
N 1.7890 -3.2707 0.1168
C 1.1218 -2.1054 0.1629
N -0.2267 -2.2909 0.1335
C -1.2916 -1.4171 0.1034
C -1.1988 -0.0596 0.4103
C -2.3387 0.7088 0.3153
C -3.5453 0.1218 -0.0651
C -3.5360 -1.2467 -0.3161
N -2.4427 -1.9896 -0.2343
C -4.8004 -1.9489 -0.7221
C -5.7406 -0.9457 -1.3907
N -5.9655 0.1633 -0.4925
C -7.0960 0.4202 0.1823
O -7.2000 1.3308 0.9914
C -8.3218 -0.4492 -0.0927
O -9.3899 0.0147 0.6796
C -4.7813 0.9591 -0.2222
N 1.6544 -0.8862 0.2110
C 2.9862 -0.8615 0.1931
C 3.1579 2.1207 -1.2073
C 2.8806 3.6226 -1.2032
H 0.5726 5.7126 0.3276
H 1.2582 5.8360 -1.2973
H 2.3066 5.9847 0.1149
H 0.7991 3.4618 -0.7095
H 1.0784 3.6478 1.7383
H 2.8009 3.9574 1.5343
H 1.3587 1.3956 0.7033
H 2.4003 1.5782 2.1224
H 4.2875 2.1818 0.6201
H 6.3415 1.5892 0.0683
H 8.4835 -1.8613 -0.1703
H 6.4547 -3.3234 -0.0652
H 3.6089 -4.2039 0.0657
H -0.4885 -3.2626 0.0109
H -0.2573 0.3561 0.7180
H -2.3054 1.7664 0.5380
H -4.5545 -2.7678 -1.3998
H -5.2808 -2.3818 0.1606
H -6.6822 -1.4085 -1.6692
H -5.2616 -0.5505 -2.2917
H -8.1187 -1.4969 0.1689
H -8.5886 -0.3941 -1.1580
H -9.0379 0.7682 1.1910
H -4.9773 1.5306 0.6864
H -4.6323 1.6801 -1.0402
H 2.2934 1.5844 -1.6031
H 4.0183 1.8990 -1.8402
H 2.6846 3.9606 -2.2211
H 3.7657 4.1461 -0.8419
*
```



No. 4
Below is a structure of composition C26H29NSr, with properties calculated with the ωB97M-V functional and the def2-TZVPD basis.

Molecular weight: 443.14 Da
ΔE to the lowest compared entry with this formula, charge and spin: 9.0 kJ/mol
E_HOMO: -0.232 Eh
Max |F|: 0.558 eV Å⁻¹

```
! wB97M-V def2-TZVPD RIJCOSX def2/J DEFGRID3
* xyz 0 1
Sr -1.1998 0.2453 0.2981
C -3.0681 2.1247 1.8977
C -3.8205 1.8492 0.7587
C -4.2864 0.5560 0.5268
C -4.0043 -0.4547 1.4405
C -3.2540 -0.1772 2.5822
C -2.7795 1.1065 2.8081
H -2.7267 3.1346 2.0863
H -4.0572 2.6404 0.0600
H -4.8764 0.3449 -0.3544
H -4.3908 -1.4525 1.2770
H -3.0489 -0.9605 3.3003
H -2.1965 1.3205 3.6950
C -0.5958 -1.6053 4.9603
C 0.6140 -1.3446 4.0990
C 1.8942 -1.5859 4.5859
C 2.9819 -1.3710 3.7472
C 4.3813 -1.6403 4.2395
C 2.8112 -0.9066 2.4493
C 1.5342 -0.6161 1.9029
C 0.4635 -0.8841 2.8063
N 1.1836 -0.1338 0.6796
C 2.0972 0.2335 -0.4176
C 2.0037 -0.8306 -1.5204
C 3.5856 0.4555 -0.1099
C 1.5894 1.5760 -0.9728
H -0.3027 -1.8573 5.9787
H -1.1851 -2.4396 4.5707
H -1.2483 -0.7294 5.0132
H 2.0395 -1.9471 5.5973
H 4.3755 -2.0239 5.2595
H 4.9825 -0.7292 4.2241
H 4.8835 -2.3727 3.6049
H 3.7075 -0.7746 1.8725
H -0.5564 -0.7290 2.4654
H 2.3422 -1.7930 -1.1309
H 2.6294 -0.5679 -2.3786
H 0.9762 -0.9334 -1.8763
H 4.1175 -0.4767 0.0650
H 3.7347 1.1253 0.7386
H 4.0428 0.9183 -0.9874
H 0.5572 1.5110 -1.3291
H 2.1732 1.8913 -1.8409
H 1.6733 2.3486 -0.2038
C -1.5431 0.3020 -2.1745
C -1.5669 0.4084 -3.3929
C -1.5474 0.5250 -4.8234
C -2.7150 0.3708 -5.5752
C -2.6860 0.4855 -6.9557
C -1.4926 0.7561 -7.6111
C -0.3261 0.9103 -6.8741
C -0.3509 0.7963 -5.4938
H -3.6436 0.1593 -5.0615
H -3.5999 0.3627 -7.5233
H -1.4714 0.8447 -8.6897
H 0.6092 1.1205 -7.3776
H 0.5563 0.9139 -4.9154
*
```



No. 5
Below is a structure of composition C26H30AuN6SSe in a non-equilibrium geometry, with properties calculated with the ωB97M-V functional and the def2-TZVPD basis.

Molecular weight: 734.56 Da
<S²>: 2.04
E_HOMO (spin up / spin down): -0.577 / -0.574 Eh
Max |F|: 4.026 eV Å⁻¹

```
! wB97M-V def2-TZVPD RIJCOSX def2/J DEFGRID3
* xyz 3 3
Au 1.5840 -1.0877 -0.0036
C 0.9806 -1.5197 4.6140
N 1.1007 -0.1854 4.1238
C 1.8343 0.8434 4.8061
C 1.9712 1.8636 3.9319
N 1.3451 1.4862 2.6704
C 0.8831 0.2262 2.7869
S -0.0084 -0.7402 1.7259
C 1.2787 2.3894 1.5598
C 0.3377 2.2136 0.5630
C 0.1790 3.1382 -0.4497
C 1.0868 4.1811 -0.4307
C 2.1266 4.1691 0.4829
N 2.2060 3.3453 1.5364
H 1.5293 -2.1787 3.9551
H -0.0385 -1.8062 4.7197
H 1.5024 -1.5373 5.5885
H 2.0352 0.7083 5.8183
H 2.5900 2.7888 3.9475
H -0.2669 1.3415 0.4525
H -0.5379 2.8953 -1.1956
H 0.9158 5.0271 -1.0576
H 2.8726 4.9954 0.5638
C 6.2786 -0.9215 1.5681
N 5.7111 0.3677 0.9281
C 6.8744 1.2608 0.4923
C 4.6022 0.2535 -0.0927
C 4.4787 -0.9357 -1.0064
C 5.5598 -1.4570 -1.7742
C 5.4590 -2.6509 -2.4587
C 4.1825 -3.3071 -2.5014
C 3.0913 -2.7877 -1.7531
C 3.2524 -1.6491 -0.9767
H 7.0447 -0.7521 2.3630
H 6.9424 -1.3715 0.8391
H 5.4610 -1.5722 1.8532
H 5.2281 0.8948 1.6512
H 7.0929 1.0845 -0.5691
H 7.7266 1.0248 1.1022
H 6.5802 2.3365 0.6072
H 4.5688 1.1962 -0.6519
H 3.6324 0.2554 0.4908
H 6.5054 -1.0460 -1.6120
H 6.4112 -2.9773 -2.8757
H 3.9417 -4.1786 -3.1133
H 2.1088 -3.3131 -1.6916
C -5.9339 1.0836 -2.1902
N -6.5676 -0.2055 -2.1628
C -5.9758 -1.3660 -1.7013
Se -4.1427 -1.7280 -1.4937
N -7.0126 -2.2207 -1.4186
C -8.2309 -1.7157 -1.8353
C -9.5262 -2.2476 -1.9021
C -10.5663 -1.4504 -2.4239
C -10.2614 -0.2028 -2.9995
C -8.9771 0.3572 -2.8557
C -7.9555 -0.3932 -2.2712
H -5.8621 1.5176 -1.1648
H -6.3816 1.8353 -2.8139
H -4.9164 0.8576 -2.5744
H -6.8270 -3.1078 -1.0217
H -9.7218 -3.1429 -1.3721
H -11.4985 -1.9189 -2.5184
H -11.0617 0.3861 -3.5435
H -8.8228 1.3504 -3.2646
*
```



No. 6
Below is a cluster of 2 separate species, C26H30BO6S in total in a non-equilibrium geometry, with properties calculated with the ωB97M-V functional and the def2-TZVPD basis.

Molecular weight: 481.40 Da
E_HOMO: -0.182 Eh
Max |F|: 4.601 eV Å⁻¹

```
! wB97M-V def2-TZVPD RIJCOSX def2/J DEFGRID3
* xyz -1 1
C -5.1908 2.9108 -1.2688
C -4.5120 2.1287 -0.6308
C -3.6843 1.2260 0.2644
O -2.3311 1.0200 -0.0280
B -1.9395 0.0755 1.0539
O -1.0118 -0.8451 0.3776
C -0.0314 -1.3900 1.2606
C 1.2980 -0.5508 1.0792
O -3.2048 -0.6893 1.3881
C -4.3379 -0.1761 0.7490
C -4.6754 -0.9236 -0.6064
S -3.8260 -2.5762 -0.7066
C -4.6702 -3.7303 0.4357
C -4.2016 -3.6292 1.9284
O -5.3970 0.2923 1.5742
C -6.4609 -0.6426 1.7538
C -7.7119 -0.0763 0.9671
C -7.9427 1.3965 1.5195
H -5.6981 3.7937 -1.6611
H -3.6832 1.7936 1.2405
H -1.5989 0.5586 2.1079
H 0.1499 -2.4352 0.8977
H -0.3686 -1.4336 2.3212
H 1.6911 -0.2614 2.0884
H 2.0498 -1.1810 0.5543
H 1.0742 0.3770 0.5055
H -4.2808 -0.3816 -1.4974
H -5.7619 -1.0758 -0.7885
H -5.7731 -3.6518 0.3014
H -4.3898 -4.7584 0.0924
H -3.0961 -3.4782 1.9379
H -4.6830 -2.7843 2.4695
H -4.4292 -4.5616 2.5091
H -6.2104 -1.6870 1.4748
H -6.7692 -0.6247 2.8330
H -8.6251 -0.6892 1.1231
H -7.4177 0.0344 -0.1004
H -9.0191 1.6285 1.6744
H -7.4661 1.4651 2.5307
H -7.4290 2.1563 0.8866
C 10.1062 -0.3001 -0.4201
C 10.4405 0.9634 -0.8993
C 9.4500 1.8143 -1.3652
C 8.1211 1.4013 -1.3649
C 7.7892 0.1262 -0.9066
C 8.7843 -0.7184 -0.4241
C 6.3803 -0.3495 -0.9443
O 6.0941 -1.4595 -0.5409
C 5.3380 0.5542 -1.4913
C 4.0240 0.1071 -1.5870
C 3.0377 0.9483 -2.0856
C 3.3612 2.2427 -2.4810
C 4.6707 2.6922 -2.3924
C 5.6644 1.8482 -1.9070
C 7.0662 2.3295 -1.8504
O 7.3527 3.4599 -2.1989
H 10.8803 -0.9610 -0.0479
H 11.4756 1.2845 -0.9069
H 9.7116 2.7990 -1.7327
H 8.5271 -1.7039 -0.0557
H 3.7656 -0.8979 -1.2778
H 2.0158 0.5962 -2.1633
H 2.5896 2.9005 -2.8627
H 4.9190 3.6989 -2.7054
*
```



No. 7
Below is a structure of composition C26H30Cl2IrN6OP, with properties calculated with the ωB97M-V functional and the def2-TZVPD basis.

Molecular weight: 736.66 Da
ΔE to the lowest compared entry with this formula, charge and spin: 0.0 kJ/mol
E_HOMO: -0.501 Eh
Max |F|: 0.835 eV Å⁻¹

```
! wB97M-V def2-TZVPD RIJCOSX def2/J DEFGRID3
* xyz 2 1
Ir -1.1367 -1.4346 -0.6789
Cl -1.3306 -1.5095 4.2398
C -1.1840 -2.8508 3.1862
C -1.0978 -4.1580 3.7117
C -0.9888 -5.2445 2.8846
Cl -0.8970 -6.8251 3.5474
C -0.9501 -5.0695 1.4733
C -0.8422 -6.0937 0.5164
C -0.8220 -5.7779 -0.8217
C -0.8852 -4.4393 -1.2163
N -0.9740 -3.4497 -0.3372
C -1.0312 -3.7531 0.9908
C -1.1636 -2.6520 1.8269
O -1.2807 -1.4423 1.2538
H -1.1271 -4.2900 4.7843
H -0.7818 -7.1236 0.8418
H -0.7546 -6.5467 -1.5770
H -0.8591 -4.1627 -2.2621
C 3.4687 -2.3921 0.1055
C 1.9444 -2.5431 0.0468
P 1.0876 -1.1006 -0.6470
C 1.6797 0.3326 0.3114
C 0.6933 1.4007 0.7785
C 1.6197 -0.9332 -2.3740
C 0.7920 -1.8118 -3.3146
H 3.8917 -3.2995 0.5334
H 3.7837 -1.5604 0.7330
H 3.9121 -2.2656 -0.8809
H 1.5346 -2.7038 1.0486
H 1.6718 -3.4112 -0.5575
H 2.4629 0.7813 -0.3073
H 2.1808 -0.1065 1.1766
H 0.3408 2.0190 -0.0481
H 1.2056 2.0650 1.4731
H -0.1585 0.9640 1.2957
H 2.6741 -1.2131 -2.4122
H 1.5687 0.1228 -2.6475
H 1.0266 -2.8678 -3.1835
H 0.9819 -1.5564 -4.3557
H -0.2924 -1.6864 -3.1557
C -0.7757 1.6735 -2.6179
C -1.5811 1.6022 -1.3733
N -1.8505 0.5036 -0.6690
C -2.7267 0.8671 0.3500
C -2.9789 2.1879 0.2399
N -2.2442 2.6377 -0.8367
C -2.1381 4.0368 -1.2811
N -0.8332 4.5490 -1.0301
N 0.0523 4.6985 -2.0617
N 1.1607 5.1123 -1.6054
C 1.0509 5.2556 -0.2328
C 1.9909 5.6831 0.7090
C 1.5845 5.7200 2.0215
C 0.2753 5.3482 2.3997
C -0.6602 4.9261 1.4809
C -0.2349 4.8926 0.1504
H -0.3644 0.6920 -2.8478
H 0.0281 2.4056 -2.5522
H -1.4086 1.9704 -3.4566
H -3.0810 0.1618 1.0798
H -3.5956 2.8455 0.8265
H -2.8922 4.6076 -0.7417
H -2.3295 4.1032 -2.3506
H 2.9846 5.9809 0.4056
H 2.2720 6.0549 2.7853
H -0.0030 5.4110 3.4429
H -1.6648 4.6624 1.7830
*
```